DFT (ωB97M-V with the def2-TZVPD basis set) results for a molecular structure, C35H52B2F8N9O7S5Y at a distorted geometry.

```
! wB97M-V def2-TZVPD RIJCOSX def2/J DEFGRID3
* xyz 0 1
Y -1.60378 2.36081 1.42660
C -0.43566 -3.75666 3.45972
C -0.41387 -3.28401 2.04860
C -1.04232 -3.94296 1.03274
C -0.96252 -3.42123 -0.28253
N -0.35994 -2.29053 -0.50329
N 0.20733 -1.60293 0.47536
B 0.61307 -0.16518 0.08733
N -0.12178 0.18141 -1.24337
N 0.68284 0.28308 -2.28021
C 0.23742 0.62400 -3.45308
C -1.13451 0.90190 -3.65180
C -1.99745 0.74789 -2.60223
C -3.46155 0.96932 -2.72178
C -1.45387 0.37072 -1.33377
S -2.49110 0.08703 -0.01952
C 1.25364 0.68509 -4.56978
C 2.61592 0.24470 -4.03248
C 0.81863 -0.25415 -5.70078
C 1.34938 2.12182 -5.09323
N 2.12374 -0.02929 -0.15111
N 2.82970 -1.14953 -0.18173
C 4.12339 -1.12441 -0.30896
C 4.80970 0.11263 -0.40427
C 4.10027 1.27649 -0.39481
C 4.74910 2.61293 -0.42725
C 2.67123 1.21884 -0.28833
S 1.73929 2.61928 -0.27385
C 4.81295 -2.47497 -0.32705
C 6.33268 -2.36725 -0.20080
C 4.26716 -3.31189 0.83395
C 4.47155 -3.17055 -1.65021
C 0.26682 -2.05455 1.75730
S 1.09356 -1.23552 2.95767
C -1.56499 -4.07939 -1.50973
C -0.43079 -4.36051 -2.50012
C -2.30027 -5.38120 -1.19066
C -2.55025 -3.09080 -2.14322
H -1.14480 -4.56716 3.59354
H -0.68845 -2.92117 4.11002
H 0.55658 -4.09036 3.75640
H -1.59277 -4.84681 1.23298
H -1.50165 1.22573 -4.61435
H -3.76344 1.03299 -3.76400
H -3.72872 1.90262 -2.22287
H -3.99304 0.16621 -2.21268
H 2.55382 -0.76516 -3.63541
H 2.93104 0.90135 -3.22666
H 3.35914 0.27454 -4.82523
H 0.70442 -1.26914 -5.32847
H 1.57099 -0.25542 -6.48563
H -0.12605 0.06173 -6.13496
H 1.64631 2.79558 -4.29428
H 0.39837 2.45989 -5.49542
H 2.09524 2.17103 -5.88205
H 5.88588 0.13971 -0.46936
H 5.83055 2.51797 -0.47378
H 4.46251 3.16073 0.46965
H 4.37525 3.19596 -1.26739
H 6.61845 -1.83998 0.70597
H 6.76624 -1.86333 -1.06113
H 6.75084 -3.36954 -0.15472
H 4.49089 -2.83439 1.78471
H 4.71964 -4.30051 0.82365
H 3.18954 -3.40992 0.74417
H 4.84872 -2.59692 -2.49354
H 3.39508 -3.27675 -1.74990
H 4.92740 -4.15754 -1.67272
H 0.27496 -5.07851 -2.08983
H 0.09908 -3.43838 -2.72083
H -0.83354 -4.76463 -3.42409
H -1.63642 -6.13300 -0.76592
H -2.71457 -5.78546 -2.11205
H -3.12514 -5.20082 -0.50533
H -2.03119 -2.18623 -2.44048
H -3.32202 -2.82204 -1.42774
H -3.01833 -3.53623 -3.01737
F -1.10934 4.20311 -3.89397
C -0.72019 4.77481 -2.74937
F -0.75469 6.09018 -2.92903
F 0.53038 4.40870 -2.53063
S -1.88100 4.28176 -1.34400
O -1.29703 3.06247 -0.80284
O -3.15252 4.13657 -1.95810
N -1.80914 5.45710 -0.31784
S -0.54176 5.46608 0.62596
O -0.56260 4.37972 1.58386
O 0.68193 5.76436 -0.02184
C -1.01718 6.89710 1.72760
F -2.11369 6.53123 2.38942
F -0.05812 7.12682 2.62136
F -1.26633 8.02965 1.08611
O 0.45045 2.08658 2.84771
C 0.92057 1.27683 2.06815
O 0.13619 0.77157 1.12493
H 1.98190 1.00991 2.08305
F -4.04227 3.34402 3.23011
B -3.59502 3.19456 1.94780
F -4.55463 3.73043 1.16881
C -3.53015 -1.40370 2.89858
N -3.48931 -0.63892 4.12971
C -4.80285 -0.47352 4.72482
C -2.56180 0.37896 4.16368
O -1.98703 0.74589 3.12143
N -2.26291 0.90050 5.37238
C -1.32386 1.99919 5.47551
C -2.48399 0.18320 6.60743
H -3.99357 -2.36634 3.11177
H -2.51669 -1.55949 2.54068
H -4.08661 -0.89550 2.10300
H -5.52977 -0.20173 3.95283
H -4.80041 0.31438 5.46888
H -5.11486 -1.41436 5.18302
H -1.24505 2.52229 4.52055
H -0.33114 1.62984 5.74677
H -1.66788 2.69321 6.24280
H -2.81428 -0.83073 6.39683
H -3.21978 0.68908 7.23581
H -1.53953 0.13712 7.15403
*
```

Summary:
Energy above the lowest of the compared OMol25 structures with the same formula, charge and spin ... 297.1 kJ/mol
HOMO-LUMO gap ... 7.80 eV
HOMO level ... -7.8096 eV

DFT (ωB97M-V with the def2-TZVPD basis set) results for 3 unconnected molecules or ions with the total composition C35H52BN5O8S2 at a distorted geometry.

```
! wB97M-V def2-TZVPD RIJCOSX def2/J DEFGRID3
* xyz 0 1
C -1.51729 -4.46956 0.81385
C -1.19257 -4.47223 -0.68402
C -0.31306 -3.31947 -1.18657
C -0.84512 -1.86713 -1.05646
C -2.37324 -1.84216 -1.08542
C -0.28279 -1.08088 0.12729
C 0.31108 -1.79273 1.16792
C 0.83861 -1.18381 2.29300
O 1.43228 -1.97344 3.25896
B 2.65885 -2.47446 2.84305
O 2.68986 -3.64397 2.09628
O 3.82188 -1.87218 3.25546
C 0.76335 0.20480 2.45578
C 1.37150 0.78819 3.70954
C 2.70724 1.49236 3.43914
C 3.32590 2.07900 4.69619
S 2.18870 3.25195 5.49637
C 3.14107 3.59520 6.95610
S 4.52104 4.43351 6.91870
N 2.60783 3.10905 8.14315
C 3.29084 2.81320 9.29405
C 2.38640 2.35043 10.19111
N 1.12354 2.34500 9.61551
C 1.27773 2.78777 8.40951
C 0.14780 0.96074 1.43026
C -0.34638 0.33183 0.25667
C -0.91897 1.18466 -0.82256
O -1.19277 0.76371 -1.92469
C -1.14290 2.62336 -0.59330
C -1.75660 3.44472 -1.68460
C -2.97320 2.83899 -2.41333
C -2.61705 2.45661 -3.86774
C -3.64355 2.88275 -4.91891
N -2.98365 3.19311 -6.19765
C -4.02887 3.52203 -7.21563
C -2.13906 4.33892 -6.11470
C -2.31260 5.38216 -5.03390
O -1.28508 4.49635 -6.94006
C -0.71982 3.17346 0.53989
C -0.01469 2.43784 1.57955
O 0.38663 3.06368 2.53202
H -2.40332 -5.06562 1.01195
H -0.68982 -4.91845 1.35618
H -1.71911 -3.48204 1.21126
H -2.08671 -4.58701 -1.28537
H -0.62203 -5.38245 -0.86558
H -0.19294 -3.48732 -2.25570
H 0.67925 -3.44026 -0.75750
H -0.51988 -1.35531 -1.95183
H -2.81644 -2.19594 -0.15885
H -2.77262 -0.85748 -1.28663
H -2.74089 -2.49719 -1.87029
H 0.39600 -2.86138 1.13009
H 3.12320 -3.53135 1.24562
H 4.43515 -1.67098 2.54463
H 0.66127 1.43111 4.21430
H 1.60999 -0.02060 4.39084
H 2.63356 2.22474 2.64689
H 3.39640 0.72478 3.08968
H 4.24685 2.59260 4.44519
H 3.51616 1.27240 5.39736
H 4.34056 2.92021 9.48221
H 2.58194 2.04169 11.19750
H 0.48576 2.90313 7.69549
H -0.95490 3.70828 -2.37233
H -2.07026 4.37483 -1.21634
H -3.34359 1.95403 -1.91342
H -3.75109 3.59770 -2.45619
H -1.65707 2.87448 -4.16601
H -2.49992 1.38121 -3.92971
H -4.30798 2.04444 -5.11225
H -4.28774 3.69538 -4.56563
H -4.23400 4.59599 -7.21133
H -4.95879 3.02729 -6.97158
H -3.67672 3.27525 -8.20934
H -2.97941 6.14989 -5.42046
H -2.69271 5.00428 -4.09529
H -1.34991 5.85719 -4.89888
H -0.86467 4.22687 0.71851
C 1.89455 -8.20925 2.13310
N 1.01021 -8.05776 0.99230
C -0.12943 -8.74524 0.70790
C -0.55814 -9.81406 1.68559
O -0.76983 -8.49390 -0.29885
H 1.95152 -7.27073 2.68707
H 2.89835 -8.47067 1.79397
H 1.53686 -8.98717 2.79827
H 1.23997 -7.36093 0.30191
H -1.47593 -10.26380 1.32093
H 0.20463 -10.58896 1.76905
H -0.74410 -9.38356 2.67017
C 0.83822 3.16759 -6.20395
N 1.00649 3.72178 -4.87067
C 1.36775 3.08273 -3.72875
C 1.64194 1.59946 -3.81390
O 1.44874 3.69265 -2.67148
H 1.51802 3.66295 -6.89888
H -0.18507 3.32973 -6.54705
H 1.04638 2.10329 -6.20804
H 0.83702 4.70703 -4.74253
H 1.89819 1.24087 -2.82126
H 0.74647 1.07635 -4.15268
H 2.47078 1.38387 -4.48916
*
```

Summary:
Structure (SMILES) ... CCC[C@@H](C)c1cc(OB(O)O)c(CCCSC(=S)n2ccnc2)c2c1C(=O)C(CCCCN(C)C(C)=O)=CC2=O.CNC(C)=O.CNC(C)=O
HOMO-LUMO gap ... 7.53 eV
HOMO level ... -8.5853 eV

DFT (ωB97M-V with the def2-TZVPD basis set) results for a molecular structure, C35H52BrClFINO3PPdSi.

```
! wB97M-V def2-TZVPD RIJCOSX def2/J DEFGRID3
* xyz -2 1
Pd -0.28980 -0.78882 -1.34212
C 3.08311 -3.42081 -2.70633
Si 1.76370 -2.23964 -3.39662
C 0.15303 -3.19340 -3.70978
C 2.48015 -1.76358 -5.11283
N 1.41989 -0.80128 -2.51681
C 2.04951 0.38274 -2.69467
C 3.42636 0.51383 -2.99781
C 4.02832 1.74630 -3.17889
C 3.30050 2.92418 -3.07718
C 1.93395 2.84338 -2.81937
C 1.35158 1.61398 -2.65305
F -0.00122 1.55878 -2.53503
H 3.16603 -4.28866 -3.36832
H 2.82876 -3.77613 -1.70737
H 4.06455 -2.93861 -2.66418
H 0.10097 -4.07284 -3.06603
H 0.05462 -3.51985 -4.74996
H -0.70112 -2.55938 -3.47385
H 2.09020 -2.42790 -5.88754
H 3.57027 -1.84867 -5.11601
H 2.22708 -0.73714 -5.38998
H 4.00574 -0.39902 -3.07118
H 5.08923 1.79340 -3.40094
H 3.76992 3.88987 -3.21755
H 1.32282 3.73709 -2.76495
Br 0.15992 -6.39972 3.38646
C 0.36583 -6.91764 1.49470
C 0.05983 -8.24596 1.22851
C 0.19929 -8.68784 -0.08042
C 0.65004 -7.80088 -1.05208
C 0.93671 -6.48303 -0.71132
C 0.79408 -5.98143 0.59079
I 0.31468 -2.96930 -0.04185
H -0.27668 -8.92302 2.00637
H -0.03703 -9.71704 -0.33142
H 0.76911 -8.13958 -2.07901
H 1.28325 -5.80801 -1.49350
O 0.08268 1.34846 0.52312
P -0.50576 2.09822 1.65739
C -0.96173 0.96474 3.07387
C -0.80065 -0.47636 2.55822
C -1.38781 -1.47969 3.54414
C -2.90821 -1.28413 3.70617
C -3.34281 0.12674 3.29248
C -2.32415 1.16147 3.77144
C 0.72070 3.32012 2.35466
C 1.56681 3.87898 1.18466
C 2.83563 3.05280 0.97813
C 3.77271 3.14996 2.19301
C 2.97743 3.39867 3.48097
C 1.63602 2.67123 3.41109
C -1.98731 3.12832 1.17482
C -1.63226 4.47180 0.50908
C -1.40061 4.27284 -0.98721
C -2.71368 3.89124 -1.69341
C -3.66064 3.15922 -0.73139
C -2.85992 2.28201 0.22740
H -0.18329 1.13666 3.82025
H 0.25620 -0.69108 2.40493
H -1.27949 -0.59441 1.58892
H -0.89215 -1.36378 4.51535
H -1.17180 -2.48692 3.18685
H -3.19556 -1.46181 4.74757
H -3.44323 -2.01366 3.09480
H -4.33146 0.35445 3.70145
H -3.41400 0.16998 2.20472
H -2.18956 1.03240 4.85127
H -2.70912 2.17426 3.63329
H 0.15475 4.13068 2.82762
H 1.83111 4.92522 1.37848
H 0.99421 3.85062 0.25731
H 3.34985 3.38770 0.07795
H 2.53413 2.01889 0.80298
H 4.50001 3.95541 2.05210
H 4.33724 2.21902 2.28427
H 2.79551 4.47118 3.60845
H 3.54452 3.06601 4.35414
H 1.15337 2.68844 4.39018
H 1.82511 1.62586 3.14580
H -2.53541 3.35316 2.09468
H -0.75854 4.92803 0.97639
H -2.46362 5.17033 0.65471
H -0.68247 3.46170 -1.11534
H -0.97292 5.17409 -1.43505
H -2.48496 3.23789 -2.53775
H -3.21174 4.78282 -2.08792
H -4.36307 2.54116 -1.29366
H -4.25500 3.88071 -0.15811
H -2.22404 1.61581 -0.35723
H -3.53698 1.64948 0.79968
Cl -5.59863 -1.48675 -1.86056
C -4.08996 -2.09133 -1.13277
C -2.88967 -1.16648 -1.41411
O -2.66096 -0.83456 -2.58050
O -2.21953 -0.85090 -0.38111
H -3.88505 -3.06837 -1.56447
H -4.24747 -2.18293 -0.06304
*
```

Summary:
Energy above the lowest of the compared OMol25 structures with the same formula, charge and spin ... 0.0 kJ/mol
HOMO-LUMO gap (alpha / beta) ... 4.98 / 4.85 eV
HOMO level (alpha / beta) ... -1.0912 / -0.9665 eV

DFT (ωB97M-V with the def2-TZVPD basis set) results for a molecular structure, C35H52BrN3OP2Sr at a distorted geometry.

```
! wB97M-V def2-TZVPD RIJCOSX def2/J DEFGRID3
* xyz 2 1
C -2.01804 5.33978 -2.81262
C -2.11189 4.01453 -3.27582
C -2.62452 3.78445 -4.57211
C -2.89283 4.89430 -5.37710
N -2.72776 6.14253 -4.94154
C -2.31909 6.37904 -3.69738
C -1.59725 2.93500 -2.46191
C -0.71753 2.25262 -1.88212
C 0.41979 1.44964 -1.56056
C 1.17011 1.61432 -0.37167
C 2.19769 0.74640 -0.07408
C 2.35920 -0.45639 -0.82830
C 1.70873 -0.54609 -2.08773
C 0.79653 0.41977 -2.46392
Sr -2.81362 1.27760 -1.01642
P 3.88265 -1.46164 -0.63264
H -2.76540 2.77587 -4.96079
H -1.67835 5.56268 -1.80234
H -3.22951 4.75002 -6.40676
H -2.20149 7.41629 -3.36837
H 0.36521 0.39866 -3.47663
H 0.91806 2.45413 0.28594
H 1.88283 -1.41388 -2.74098
H 2.81329 0.90809 0.81031
C 3.54018 -2.71693 0.61647
C 3.90616 -4.15299 0.29188
H 2.38670 -2.66091 0.79887
H 4.00289 -2.39278 1.56033
H 3.46686 -4.80429 1.05984
H 3.51117 -4.46852 -0.68435
H 4.99324 -4.30948 0.31590
C 4.39818 -2.08141 -2.24949
C 4.91556 -0.99041 -3.18747
H 3.53357 -2.59753 -2.69072
H 5.17147 -2.84718 -2.08526
H 5.23131 -1.44415 -4.13142
H 4.13527 -0.25757 -3.42022
H 5.77919 -0.45613 -2.77669
C 5.24115 -0.41233 -0.06061
C 6.56688 -1.16679 0.11357
H 4.90795 0.05426 0.87858
H 5.34779 0.39195 -0.80513
H 7.30109 -0.49195 0.57124
H 6.46924 -2.04282 0.77138
H 6.98099 -1.49817 -0.85017
Br 0.73171 -1.77972 0.74546
P -2.94104 -1.78153 -2.40240
C -1.21882 -2.44350 -2.44444
C -1.16959 -3.96922 -2.43474
H -0.67550 -2.04443 -1.57394
H -0.73006 -2.05491 -3.34870
H -0.12278 -4.29629 -2.45730
H -1.62809 -4.39460 -1.53447
H -1.67198 -4.39100 -3.31444
C -3.15983 -1.68274 -0.56000
C -3.81493 -3.00250 -0.11232
H -3.84108 -0.85602 -0.28345
H -2.17204 -1.56682 -0.08194
H -4.24922 -2.88003 0.88370
H -4.62567 -3.30892 -0.78656
H -3.10028 -3.83124 -0.05977
C -2.66716 -0.19837 -3.31267
C -2.56458 -0.38318 -4.83633
H -1.73743 0.27650 -2.93863
H -3.55360 0.44887 -3.13001
H -2.55678 0.59907 -5.32472
H -1.65126 -0.91055 -5.13168
H -3.42407 -0.94449 -5.21963
C 1.37499 1.48926 6.60258
C 0.37435 0.36491 6.44290
N -0.39451 0.43739 5.19250
C -0.91901 -0.87551 4.75530
C -2.30170 -1.22378 5.28013
C -1.18031 1.57416 5.05319
O -1.18047 2.47731 5.89052
C -2.04120 1.75956 3.82618
C -3.14138 2.61989 3.97888
C -3.93601 2.91502 2.88308
C -3.61315 2.35529 1.64595
N -2.54426 1.53666 1.49172
C -1.73999 1.25869 2.55723
H 1.97914 1.60116 5.69805
H 2.03813 1.24509 7.43755
H 0.86200 2.42750 6.82049
H 0.89296 -0.59987 6.42638
H -0.31915 0.38227 7.30190
H -0.91382 -0.90860 3.66193
H -0.19066 -1.61307 5.11125
H -3.07096 -0.55094 4.88270
H -2.54957 -2.24265 4.96521
H -2.32501 -1.19544 6.37677
H -3.33134 3.06302 4.95397
H -4.80088 3.57077 2.96947
H -4.24191 2.58242 0.76555
H -0.84580 0.65351 2.36665
*
```

Summary:
Energy above the lowest of the compared OMol25 structures with the same formula, charge and spin ... 149.9 kJ/mol
HOMO-LUMO gap (alpha / beta) ... 5.81 / 5.81 eV
HOMO level (alpha / beta) ... -12.5811 / -12.5823 eV